114
Properties=species:S:1:pos:R:3 method="wB97M-V/def2-TZVPD" energy_ha=-3236.19604 lumo_energy_ev=0.08 gap_ev=10.001
C 4.85 -2.21 -0.24
C 3.72 -1.92 -1.25
O 2.47 -2.18 -0.61
C 3.72 -0.43 -1.75
O 2.71 0.29 -1.03
C 3.13 1.39 -0.37
O 3.98 0.92 0.71
O 3.96 2.32 -1.04
S 4.15 3.62 -0.07
O 5.17 3.45 0.94
O 4.41 4.81 -0.84
O 2.67 3.56 0.53
C 2.05 2.23 0.32
C 0.75 2.58 -0.43
C 0.03 1.37 -1.09
C -1.50 1.44 -0.91
C -2.01 0.36 0.06
O -2.55 -0.79 -0.67
C -2.46 -1.89 0.10
O -3.20 -2.09 1.03
B 1.68 1.77 1.83
O 0.74 0.74 2.01
O 2.30 2.37 2.91
H 5.34 -1.31 0.13
H 5.60 -2.90 -0.62
H 4.38 -2.72 0.61
H 3.82 -2.57 -2.11
H 1.80 -2.09 -1.31
H 3.49 -0.46 -2.80
H 4.72 -0.03 -1.60
H 3.74 0.01 0.92
H 0.06 2.99 0.32
H 0.89 3.36 -1.17
H 0.24 1.45 -2.16
H 0.40 0.41 -0.73
H -2.02 1.28 -1.86
H -1.82 2.42 -0.55
H -1.24 0.00 0.74
H -2.84 0.78 0.65
H -1.71 -2.66 -0.15
H 1.21 -0.10 1.92
H 2.99 1.75 3.18
C 1.88 -1.54 -6.17
C 1.78 -1.56 -4.72
N 1.69 -1.57 -3.58
H 2.32 -0.60 -6.52
H 2.50 -2.36 -6.53
H 0.90 -1.64 -6.63
C -4.95 1.06 -3.74
C -3.66 0.41 -3.89
N -2.63 -0.10 -4.00
H -4.85 1.97 -3.14
H -5.36 1.35 -4.71
H -5.67 0.41 -3.24
C -2.57 -3.34 -5.71
C -1.26 -3.96 -5.84
N -0.22 -4.44 -5.94
H -2.52 -2.43 -5.11
H -2.98 -3.07 -6.68
H -3.28 -4.01 -5.23
C 3.09 3.01 6.55
C 2.75 1.79 5.83
N 2.47 0.83 5.26
H 2.37 3.80 6.36
H 3.12 2.84 7.63
H 4.07 3.38 6.25
C -8.93 -1.07 -4.56
C -8.14 -0.57 -3.44
N -7.53 -0.19 -2.55
H -9.98 -0.80 -4.46
H -8.57 -0.65 -5.50
H -8.87 -2.15 -4.64
C 0.71 -7.27 -4.69
C 1.41 -7.73 -3.50
N 1.97 -8.08 -2.56
H 0.84 -6.21 -4.85
H 1.08 -7.79 -5.58
H -0.36 -7.47 -4.62
C 8.60 -2.00 -2.54
C 7.17 -2.08 -2.79
N 6.04 -2.14 -2.98
H 8.87 -2.58 -1.65
H 9.17 -2.39 -3.38
H 8.91 -0.97 -2.37
C -2.82 -3.72 3.89
C -2.54 -3.52 5.30
N -2.32 -3.36 6.42
H -2.07 -4.36 3.42
H -3.79 -4.20 3.74
H -2.83 -2.78 3.34
C -2.56 3.79 2.72
C -2.56 4.11 1.30
N -2.55 4.36 0.18
H -3.49 4.10 3.19
H -2.45 2.71 2.88
H -1.75 4.28 3.23
C 3.59 0.93 9.94
C 3.40 2.17 10.68
N 3.25 3.15 11.26
H 4.64 0.76 9.71
H 3.24 0.07 10.50
H 3.04 0.94 8.99
C -1.85 8.34 1.76
C -2.25 7.30 2.70
N -2.57 6.47 3.43
H -0.88 8.75 2.03
H -1.78 7.94 0.75
H -2.57 9.16 1.76
C -6.16 -1.03 2.39
C -7.54 -1.26 1.96
N -8.62 -1.43 1.63
H -5.93 -1.60 3.29
H -5.45 -1.33 1.61
H -5.99 0.02 2.60

=====

59
Properties=species:S:1:pos:R:3 method="wB97M-V/def2-TZVPD" energy_ha=-1188.06939 lumo_energy_ev=0.73 gap_ev=8.442 e_above_lowest_ev=24.6301
C 4.30 3.40 3.03
H 3.43 2.73 3.32
H 4.65 3.92 3.74
H 3.78 4.24 2.38
C 5.27 2.94 2.30
N 4.88 2.07 1.21
C 4.25 0.83 1.29
C 3.74 0.81 -0.28
C 4.24 1.92 -0.96
N 4.82 2.64 -0.08
H 4.24 2.00 -2.10
C 3.01 -0.32 -0.84
N 1.37 -0.07 -0.31
C 0.96 0.85 -1.18
H 1.53 1.91 -0.97
C -0.42 1.16 -0.60
N -1.38 0.00 -0.67
C -0.70 -1.21 -0.12
C 0.63 -1.42 -0.84
H 1.20 -2.36 -0.16
H 0.69 -1.51 -1.81
H -1.16 -2.14 -0.49
H -0.66 -1.21 0.82
C -2.59 0.03 -0.50
C -3.50 -0.76 -1.50
C -3.29 -1.27 -2.62
C -4.03 -2.16 -3.06
C -4.95 -2.93 -2.72
C -5.17 -2.62 -1.14
C -4.54 -1.65 -0.53
H -4.74 -1.36 0.32
O -6.25 -3.03 -0.52
C -7.03 -4.20 -1.12
H -7.77 -4.41 -0.21
H -6.42 -4.99 -1.33
H -7.53 -3.89 -2.11
H -5.59 -3.51 -3.18
H -3.64 -2.70 -4.14
H -2.38 -0.74 -3.10
H -2.84 1.06 -1.00
H -3.00 0.01 0.64
C -0.40 1.87 0.70
H 0.12 2.93 0.58
H -1.64 2.45 0.85
C -0.17 1.44 1.89
O 0.90 0.93 2.09
H 1.20 0.41 1.37
H -0.61 2.04 2.86
H -0.96 0.55 1.99
H -0.75 1.90 -1.47
H 0.93 0.73 -2.28
H 3.03 -0.49 -1.90
H 3.05 -1.37 -0.42
C 3.94 -0.05 2.38
H 3.03 0.22 2.93
H 3.91 -1.23 1.98
H 4.86 0.17 2.96
H 6.22 3.46 1.86
H 5.95 1.99 2.78

=====

Copy entry 1 word for word.
114
Properties=species:S:1:pos:R:3 method="wB97M-V/def2-TZVPD" energy_ha=-3236.19604 lumo_energy_ev=0.08 gap_ev=10.001
C 4.85 -2.21 -0.24
C 3.72 -1.92 -1.25
O 2.47 -2.18 -0.61
C 3.72 -0.43 -1.75
O 2.71 0.29 -1.03
C 3.13 1.39 -0.37
O 3.98 0.92 0.71
O 3.96 2.32 -1.04
S 4.15 3.62 -0.07
O 5.17 3.45 0.94
O 4.41 4.81 -0.84
O 2.67 3.56 0.53
C 2.05 2.23 0.32
C 0.75 2.58 -0.43
C 0.03 1.37 -1.09
C -1.50 1.44 -0.91
C -2.01 0.36 0.06
O -2.55 -0.79 -0.67
C -2.46 -1.89 0.10
O -3.20 -2.09 1.03
B 1.68 1.77 1.83
O 0.74 0.74 2.01
O 2.30 2.37 2.91
H 5.34 -1.31 0.13
H 5.60 -2.90 -0.62
H 4.38 -2.72 0.61
H 3.82 -2.57 -2.11
H 1.80 -2.09 -1.31
H 3.49 -0.46 -2.80
H 4.72 -0.03 -1.60
H 3.74 0.01 0.92
H 0.06 2.99 0.32
H 0.89 3.36 -1.17
H 0.24 1.45 -2.16
H 0.40 0.41 -0.73
H -2.02 1.28 -1.86
H -1.82 2.42 -0.55
H -1.24 0.00 0.74
H -2.84 0.78 0.65
H -1.71 -2.66 -0.15
H 1.21 -0.10 1.92
H 2.99 1.75 3.18
C 1.88 -1.54 -6.17
C 1.78 -1.56 -4.72
N 1.69 -1.57 -3.58
H 2.32 -0.60 -6.52
H 2.50 -2.36 -6.53
H 0.90 -1.64 -6.63
C -4.95 1.06 -3.74
C -3.66 0.41 -3.89
N -2.63 -0.10 -4.00
H -4.85 1.97 -3.14
H -5.36 1.35 -4.71
H -5.67 0.41 -3.24
C -2.57 -3.34 -5.71
C -1.26 -3.96 -5.84
N -0.22 -4.44 -5.94
H -2.52 -2.43 -5.11
H -2.98 -3.07 -6.68
H -3.28 -4.01 -5.23
C 3.09 3.01 6.55
C 2.75 1.79 5.83
N 2.47 0.83 5.26
H 2.37 3.80 6.36
H 3.12 2.84 7.63
H 4.07 3.38 6.25
C -8.93 -1.07 -4.56
C -8.14 -0.57 -3.44
N -7.53 -0.19 -2.55
H -9.98 -0.80 -4.46
H -8.57 -0.65 -5.50
H -8.87 -2.15 -4.64
C 0.71 -7.27 -4.69
C 1.41 -7.73 -3.50
N 1.97 -8.08 -2.56
H 0.84 -6.21 -4.85
H 1.08 -7.79 -5.58
H -0.36 -7.47 -4.62
C 8.60 -2.00 -2.54
C 7.17 -2.08 -2.79
N 6.04 -2.14 -2.98
H 8.87 -2.58 -1.65
H 9.17 -2.39 -3.38
H 8.91 -0.97 -2.37
C -2.82 -3.72 3.89
C -2.54 -3.52 5.30
N -2.32 -3.36 6.42
H -2.07 -4.36 3.42
H -3.79 -4.20 3.74
H -2.83 -2.78 3.34
C -2.56 3.79 2.72
C -2.56 4.11 1.30
N -2.55 4.36 0.18
H -3.49 4.10 3.19
H -2.45 2.71 2.88
H -1.75 4.28 3.23
C 3.59 0.93 9.94
C 3.40 2.17 10.68
N 3.25 3.15 11.26
H 4.64 0.76 9.71
H 3.24 0.07 10.50
H 3.04 0.94 8.99
C -1.85 8.34 1.76
C -2.25 7.30 2.70
N -2.57 6.47 3.43
H -0.88 8.75 2.03
H -1.78 7.94 0.75
H -2.57 9.16 1.76
C -6.16 -1.03 2.39
C -7.54 -1.26 1.96
N -8.62 -1.43 1.63
H -5.93 -1.60 3.29
H -5.45 -1.33 1.61
H -5.99 0.02 2.60